Here is a structure of composition C37H39ClN4O2SbSn from the Open Molecules 2025 dataset. Energies are from ωB97M-V/def2-TZVPD.

Summary:
Max |F|: 0.57 eV/A
Relative energy (zero: lowest compared OMol25 entry of this formula, charge and spin): 0.000 eV
HOMO energy: -10.736 eV
Energy: -2717.42328 Ha
LUMO level: -3.09 eV
Charge: +1
HOMO-LUMO gap: 7.649 eV

```
85
Properties=species:S:1:pos:R:3:mulliken_charge:R:1
Sn 0.89425 -0.97705 -0.57992 2.16
O -0.06406 -5.02722 0.41206 -0.61
C 0.22704 -3.85953 0.38051 -0.09
N 0.67409 -3.12428 -0.69807 0.29
C 0.78368 -3.73100 -1.93925 -0.33
O 0.29292 -4.76819 -2.29977 -0.60
C 1.65248 -2.93964 -2.89277 0.54
C 2.03607 -3.47956 -4.10679 -0.73
C 2.89192 -2.74321 -4.90995 -0.58
C 3.33641 -1.50294 -4.47172 -0.83
C 2.88964 -1.03022 -3.25227 -0.30
N 2.05673 -1.73542 -2.48556 0.67
C 0.17384 -3.04615 1.65379 0.30
C -0.01720 -3.68407 2.86795 -0.64
C 0.00398 -2.92302 4.02250 -0.66
C 0.22444 -1.55418 3.92518 -0.97
C 0.39207 -0.99188 2.67664 -0.56
N 0.34806 -1.72833 1.55965 0.89
H 1.66821 -4.45778 -4.38128 0.59
H 3.21912 -3.13516 -5.86360 0.46
H 4.01798 -0.90890 -5.06346 0.51
H 3.20523 -0.07031 -2.86594 0.30
H -0.16943 -4.75369 2.86786 0.63
H -0.13709 -3.38815 4.98890 0.46
H 0.26570 -0.92553 4.80367 0.56
H 0.55789 0.06981 2.54846 0.74
N 1.58159 1.71528 -1.42850 -0.64
C 1.28303 2.29085 -0.16421 0.56
C 0.31714 3.28418 -0.04109 -0.92
C 0.01375 3.82030 1.19806 -0.84
C 0.68711 3.38258 2.33042 -0.90
C 1.65687 2.40283 2.20688 -0.92
C 1.96063 1.83130 0.97105 0.63
C 3.01227 0.78331 0.87103 0.00
C 4.26243 1.00550 1.44655 -0.33
C 5.24563 0.02770 1.41416 -0.89
C 4.99398 -1.19086 0.80380 -0.88
C 3.75555 -1.42423 0.22036 -0.81
C 2.77030 -0.44325 0.24078 0.24
H 1.13592 2.21098 -2.19202 0.22
H 2.58216 1.67535 -1.58515 0.48
H -0.17758 3.65346 -0.93018 0.64
H -0.73445 4.59840 1.27521 0.47
H 0.46752 3.81173 3.29844 0.53
H 2.19800 2.06223 3.08274 0.52
H 4.46343 1.95945 1.91849 0.53
H 6.20952 0.22035 1.86609 0.42
H 5.75539 -1.95909 0.78007 0.47
H 3.56462 -2.38418 -0.24754 0.48
Cl -0.90217 4.13788 -5.40298 -0.20
C -0.89852 2.73712 -4.38665 0.24
C -1.57777 2.76138 -3.17862 -0.83
C -1.56056 1.63868 -2.36503 0.91
C -0.87640 0.48772 -2.74159 -0.15
C -0.82897 -0.70790 -1.85286 -0.92
C -0.23288 0.47445 -3.97821 -0.06
C -0.23200 1.59137 -4.79792 -1.13
H -2.11950 3.65067 -2.88393 0.49
H -2.08305 1.66354 -1.41731 -0.17
H -0.76008 -1.62433 -2.44016 0.64
H -1.71176 -0.78814 -1.22358 0.34
H 0.26972 -0.42577 -4.31391 0.47
H 0.26558 1.57595 -5.75792 0.46
C -2.10537 1.88133 4.16162 -0.94
C -2.79284 0.70709 3.47395 -0.78
Sb -2.28570 0.49403 1.38661 -0.32
C -3.09771 -1.50999 1.25554 -0.15
C -4.61794 -1.59136 1.33698 -1.45
C -3.97365 1.58511 0.60657 -0.96
C -3.72376 3.09110 0.61017 -0.82
H -2.39343 1.95407 5.21204 0.45
H -2.35651 2.83227 3.68831 0.20
H -1.01800 1.78315 4.12051 0.11
H -3.87924 0.79021 3.53572 0.48
H -2.52093 -0.23610 3.95315 0.53
H -2.63908 -2.04685 2.09179 0.29
H -2.73381 -1.99431 0.34612 0.24
H -4.99698 -1.11158 2.24106 0.29
H -4.95496 -2.62928 1.35242 0.41
H -5.09204 -1.10631 0.48322 0.34
H -4.84184 1.33162 1.21621 0.61
H -4.18417 1.22543 -0.40351 0.49
H -3.51679 3.45942 1.61708 0.22
H -4.58961 3.63898 0.23516 0.37
H -2.86604 3.36080 -0.01236 0.04
```